The following is a quantum chemistry calculation of one molecule with the formula C8H9FO3, from OMol25.

The geometry in XYZ format:
```
21
C8H9FO3, DFT the ωB97M-V functional and the def2-TZVPD basis
C 1.3702 -1.6607 -0.0787
C 1.3188 -0.5534 0.9847
C 0.5600 0.6979 0.5160
C 1.3325 1.4349 -0.6000
C -0.8562 0.3672 0.1288
C -1.6449 0.7769 -0.8614
F -1.4081 1.6078 -1.8454
C -2.9963 0.1495 -0.7810
O -3.9320 0.2865 -1.4903
O -2.9825 -0.6546 0.3310
C -1.7291 -0.5502 0.9316
O -1.4941 -1.1233 1.9415
H 0.5468 -2.3680 0.0493
H 2.3022 -2.2248 -0.0183
H 1.3073 -1.2517 -1.0920
H 0.8680 -0.9371 1.8999
H 2.3320 -0.2307 1.2419
H 0.4657 1.3628 1.3845
H 0.8777 1.3293 -1.5830
H 2.3484 1.0395 -0.6714
H 1.4138 2.5024 -0.3877
```

Its orbital gap is 10.121 eV. The LUMO energy is -0.027 hartree. The value obtained for the total energy is -635.829876 Ha. As for the energy relative to the best compared isomer or geometry (same formula, charge and spin): 0.0000 eV. As for the SMILES: CC[C@@H](C)C1=C(F)C(=O)OC1=O.